{"formula": "C35H38HfN5O6", "method": "ωB97M-V/def2-TZVPD", "symbols": ["Hf", "C", "C", "N", "C", "C", "N", "C", "C", "N", "H", "H", "H", "H", "H", "H", "H", "H", "H", "H", "H", "H", "H", "H", "H", "C", "O", "C", "C", "C", "C", "C", "C", "N", "N", "C", "O", "C", "C", "C", "C", "C", "C", "C", "O", "H", "H", "H", "H", "H", "H", "H", "H", "H", "H", "H", "H", "O", "C", "C", "O", "O", "C", "C", "C", "C", "C", "C", "C", "C", "C", "C", "C", "C", "H", "H", "H", "H", "H", "H", "H", "H", "H", "H", "H"], "coordinates": [[-0.09499, 0.05201, -0.16845], [-0.68258, 2.95408, 1.24774], [0.78970, 2.96922, 0.77606], [1.38887, 1.61739, 0.88538], [1.79526, 1.32135, 2.28066], [1.57435, -0.13800, 2.63692], [0.27334, -0.62521, 2.14202], [-0.90038, -0.31801, 2.98008], [-1.33475, 1.13329, 2.81405], [-1.22318, 1.57970, 1.40260], [-0.78950, 3.49014, 2.19235], [-1.27989, 3.48116, 0.50547], [0.82793, 3.26035, -0.26688], [1.36175, 3.68603, 1.37031], [2.21170, 1.60041, 0.28835], [2.84252, 1.58496, 2.43949], [1.21713, 1.96984, 2.93523], [2.33527, -0.74735, 2.15330], [1.66356, -0.27404, 3.71888], [0.34471, -1.63384, 2.06021], [-1.70294, -0.97902, 2.65314], [-0.70472, -0.52942, 4.03580], [-2.36292, 1.23593, 3.16479], [-0.72773, 1.79047, 3.43319], [-2.14084, 1.54112, 0.97365], [-1.10232, 5.25403, -2.35018], [-0.70423, 3.92686, -2.04131], [-0.97334, 2.96874, -2.97396], [-1.66723, 3.18423, -4.14712], [-1.89793, 2.13440, -5.04257], [-1.43484, 0.87644, -4.75767], [-0.75260, 0.63254, -3.55466], [-0.19946, -0.67973, -3.31139], [0.15795, -1.06073, -2.13972], [0.90341, -2.24171, -2.07085], [1.62477, -2.21689, -0.99729], [1.58925, -1.21322, -0.14147], [2.52204, -3.35340, -0.69214], [2.46829, -4.51960, -1.45461], [3.30060, -5.58242, -1.15013], [4.19415, -5.48916, -0.09009], [4.25497, -4.32862, 0.66674], [3.41838, -3.26391, 0.36810], [-0.50597, 1.67803, -2.65763], [0.17433, 1.51249, -1.51811], [-0.76293, 5.87299, -1.52399], [-0.63336, 5.60260, -3.27276], [-2.18828, 5.32897, -2.44094], [-2.04108, 4.16900, -4.38721], [-2.44049, 2.32574, -5.95737], [-1.60130, 0.05539, -5.44292], [-0.01471, -1.35011, -4.14860], [1.77605, -4.57887, -2.28313], [3.25630, -6.48652, -1.74247], [4.84554, -6.32128, 0.14191], [4.95656, -4.25166, 1.48666], [3.46856, -2.35095, 0.94518], [-1.21530, -2.01757, 0.16599], [-2.64234, -2.07481, -0.21189], [-2.86684, -0.81475, -1.07826], [-3.68571, -0.78649, -1.95263], [-2.10526, 0.18506, -0.68632], [-3.42349, -1.96182, 1.08696], [-4.22331, -0.86609, 1.38164], [-4.84448, -0.76643, 2.62302], [-4.66625, -1.75727, 3.57413], [-3.88126, -2.86689, 3.27678], [-3.27100, -2.96973, 2.03907], [-2.93864, -3.34469, -0.98423], [-1.97469, -3.94176, -1.79058], [-2.28023, -5.08546, -2.51714], [-3.55417, -5.62600, -2.46483], [-4.52609, -5.01717, -1.68303], [-4.21966, -3.88673, -0.94428], [-0.81845, -2.88363, -0.00762], [-4.38954, -0.09221, 0.64132], [-5.47884, 0.08391, 2.83800], [-5.15133, -1.67863, 4.53801], [-3.75623, -3.65578, 4.00662], [-2.67177, -3.84202, 1.80483], [-0.97995, -3.52341, -1.89120], [-1.51853, -5.54361, -3.13434], [-3.79273, -6.51380, -3.03508], [-5.52762, -5.42425, -1.64635], [-4.98668, -3.41889, -0.34151]], "total_energy_ha": -2129.83012, "e_homo_ev": -10.507, "e_above_lowest_ev": 0.0000, "e_lumo_ev": -2.4, "charge": 1, "max_force_ev_per_a": 0.35, "orbital_gap_ev": 8.1}